No. 1
# C26H50Cl10F12N2O14S4Zn

C26H50Cl10F12N2O14S4Zn as an isolated structure in a non-equilibrium geometry (the ωB97M-V functional and the def2-TZVPD basis, OMol25).

Each line ends with the Mulliken charge.
Element x y z (Å)
1 Zn 2.598 9.984 15.131  0.440
2 C 2.978 13.850 14.647  0.354
3 F 4.224 13.734 14.995  -0.064
4 F 2.204 13.554 15.688  -0.088
5 F 2.692 15.060 14.248  0.059
6 S 2.554 12.649 13.219  -0.137
7 O 1.121 12.487 13.191  -0.517
8 O 3.139 13.212 12.027  -0.388
9 N 3.304 11.138 13.810  0.049
10 S 4.718 10.952 13.043  -0.180
11 O 5.547 12.132 13.009  -0.043
12 O 5.335 9.807 13.662  -0.387
13 C 4.341 10.370 11.244  0.579
14 F 4.551 9.077 11.226  -0.035
15 F 3.059 10.598 10.977  -0.188
16 F 5.105 11.020 10.391  -0.120
17 C 5.990 9.813 17.302  0.814
18 F 6.723 9.938 18.393  -0.226
19 F 6.516 10.596 16.373  -0.152
20 F 5.994 8.562 16.870  -0.174
21 S 4.220 10.449 17.673  0.419
22 O 4.092 10.638 19.076  -0.545
23 O 4.073 11.644 16.868  -0.895
24 N 3.162 9.351 16.854  1.102
25 S 2.845 8.258 17.983  0.783
26 O 3.980 7.797 18.729  -0.593
27 O 1.646 8.627 18.732  -0.673
28 C 2.329 6.746 16.968  0.583
29 F 2.252 5.700 17.763  -0.203
30 F 1.166 6.973 16.397  -0.201
31 F 3.279 6.529 16.050  -0.238
32 C 2.113 7.828 12.897  -0.544
33 O 1.548 8.466 14.059  -0.091
34 C 0.267 9.007 13.730  -0.832
35 C -0.290 9.484 15.100  -0.366
36 O 0.720 10.379 15.545  1.009
37 C 0.257 11.092 16.727  -0.869
38 H 2.142 8.455 12.007  0.311
39 H 1.650 6.852 12.756  0.365
40 H 3.165 7.603 13.098  0.015
41 H -0.341 8.259 13.216  0.560
42 H 0.315 9.857 13.041  0.286
43 H -0.447 8.630 15.757  0.261
44 H -1.262 9.963 14.973  0.269
45 H -0.594 11.727 16.491  -0.074
46 H 1.089 11.721 17.044  0.129
47 H 0.056 10.371 17.518  0.366
48 C 6.249 2.949 10.835  -0.837
49 O 5.647 4.166 11.188  -0.251
50 C 6.540 5.232 11.056  -0.741
51 C 5.771 6.502 11.394  -0.526
52 O 5.138 6.506 12.646  -0.102
53 C 6.016 6.462 13.765  -0.614
54 H 5.550 2.124 10.958  0.258
55 H 7.088 2.692 11.495  0.332
56 H 6.670 2.897 9.825  0.315
57 H 6.977 5.272 10.051  0.485
58 H 7.388 5.181 11.754  0.358
59 H 5.047 6.663 10.589  0.268
60 H 6.329 7.444 11.302  0.365
61 H 6.550 7.416 13.741  0.282
62 H 6.690 5.605 13.725  0.362
63 H 5.493 6.373 14.714  0.031
64 C 5.785 14.068 18.028  0.278
65 O 6.997 14.601 18.526  -0.457
66 C 7.460 15.660 17.693  0.249
67 C 8.421 16.455 18.526  -0.867
68 O 9.499 15.658 18.968  -0.280
69 C 10.345 16.390 19.823  -0.794
70 H 4.893 14.673 18.228  0.010
71 H 5.489 13.105 18.437  0.146
72 H 5.876 13.923 16.948  -0.160
73 H 6.637 16.293 17.346  0.393
74 H 7.938 15.269 16.788  -0.142
75 H 7.838 16.941 19.314  0.396
76 H 8.807 17.240 17.860  0.370
77 H 11.056 15.670 20.228  0.246
78 H 9.770 16.761 20.680  0.333
79 H 10.844 17.219 19.313  0.305
80 Cl -3.117 12.284 15.166  -0.214
81 C -2.597 13.992 15.467  -0.385
82 C -1.377 14.237 14.604  0.074
83 Cl -0.670 15.853 14.910  -0.095
84 H -2.384 14.115 16.526  0.296
85 H -3.440 14.642 15.244  0.423
86 H -1.411 14.077 13.529  0.373
87 H -0.578 13.543 14.866  -0.488
88 Cl 9.467 13.098 14.811  -0.224
89 C 7.909 13.749 14.243  0.941
90 C 8.193 14.954 13.353  -0.693
91 Cl 6.691 15.542 12.563  -0.062
92 H 7.263 14.055 15.061  -0.388
93 H 7.398 12.977 13.673  -0.261
94 H 8.922 14.803 12.561  0.392
95 H 8.589 15.768 13.959  0.317
96 Cl 3.503 17.390 12.176  -0.103
97 C 1.951 17.907 12.752  -0.211
98 C 2.099 18.711 14.039  0.097
99 Cl 0.540 19.254 14.765  -0.193
100 H 1.290 17.075 13.001  -0.078
101 H 1.418 18.446 11.969  0.427
102 H 2.762 19.568 13.949  0.393
103 H 2.511 18.052 14.801  -0.296
104 Cl 5.494 15.848 8.939  -0.193
105 C 5.486 14.146 9.462  0.226
106 C 6.723 13.391 9.049  -0.240
107 Cl 8.194 14.119 9.746  -0.177
108 H 4.599 13.656 9.060  0.350
109 H 5.382 14.158 10.544  -0.338
110 H 6.774 13.229 7.971  0.436
111 H 6.721 12.353 9.386  -0.029
112 Cl 3.299 16.908 19.266  -0.194
113 C 2.393 17.341 17.813  -0.289
114 C 1.019 16.694 17.721  0.639
115 Cl 0.068 16.928 19.202  -0.197
116 H 3.061 17.143 16.976  -0.006
117 H 2.243 18.421 17.826  0.455
118 H 1.062 15.632 17.491  -0.281
119 H 0.469 17.160 16.908  -0.141

Results
* calculated total energy: -309006.8594 eV
* highest occupied orbital energy: -9.4209 eV
* LUMO energy: -0.139 eV
* Kohn-Sham gap: 9.28 eV

=====

No. 2
# C18H21N3O4S

One molecule with the formula C18H21N3O4S in a non-equilibrium geometry (the ωB97M-V functional and the def2-TZVPD basis, OMol25).

Each line ends with the Mulliken charge.
Element x y z (Å)
1 C -2.091 0.658 3.088  -1.613
2 C -2.873 1.671 2.058  0.896
3 O -4.157 1.730 2.005  -0.698
4 N -1.917 2.280 1.273  -0.067
5 C -2.134 3.135 0.015  1.176
6 C -3.224 3.802 0.146  -0.434
7 C -3.384 4.643 -0.867  -0.425
8 C -2.764 4.695 -2.014  -1.106
9 C -1.549 3.969 -1.931  -0.662
10 C -1.205 3.269 -0.827  -0.202
11 N -0.066 2.389 -0.740  0.204
12 C 0.867 2.096 0.043  0.135
13 O 0.869 2.605 1.050  -0.586
14 C 2.119 1.483 -0.351  -0.665
15 N 1.999 0.051 -0.170  0.081
16 C 2.261 -0.178 1.384  -0.845
17 S 0.737 -0.607 -0.538  1.424
18 O 0.533 0.011 -2.006  -0.805
19 O -0.348 -0.372 0.368  -0.561
20 C 0.878 -2.291 -0.625  -0.087
21 C 0.417 -3.243 0.259  -0.213
22 C 0.691 -4.627 0.016  -0.749
23 C 1.831 -5.098 -0.577  0.926
24 C 2.222 -6.359 -0.936  -1.313
25 C 2.365 -4.099 -1.426  -0.448
26 C 2.154 -2.755 -1.339  -0.771
27 H -1.487 1.011 3.658  0.604
28 H -1.566 0.046 2.401  0.189
29 H -2.805 0.187 3.573  0.518
30 H -0.784 2.059 1.417  0.168
31 H -3.966 3.617 0.945  0.407
32 H -4.379 5.077 -0.722  0.294
33 H -2.787 5.538 -2.698  0.328
34 H -0.751 4.005 -2.526  0.593
35 H 0.207 2.134 -1.766  0.319
36 H 2.127 1.504 -1.649  0.252
37 H 3.211 1.962 0.238  0.331
38 H 2.166 -1.223 1.402  0.405
39 H 3.394 0.014 1.533  0.373
40 H 1.515 0.363 2.154  0.208
41 H -0.473 -2.923 0.667  0.513
42 H 0.092 -5.330 0.744  0.190
43 H 1.387 -6.977 -1.516  0.263
44 H 2.023 -6.971 0.179  0.274
45 H 3.213 -6.504 -1.023  0.512
46 H 3.135 -4.327 -2.184  0.283
47 H 2.296 -2.123 -2.183  0.383

Results
* SMILES string: CC(=O)Nc1ccccc1NC(=O)CN(C)S(=O)(=O)c1ccc(C)cc1
* calculated total energy: -42489.2192 eV
* highest occupied orbital energy: -8.5365 eV
* LUMO energy: -0.648 eV
* Kohn-Sham gap: 7.89 eV

=====

No. 3
# C3H3N2O2S2

A 2-piece molecular cluster, C3H3N2O2S2 overall in a non-equilibrium geometry (the ωB97M-V functional and the def2-TZVPD basis, OMol25).

Each line ends with the Mulliken charge.
Element x y z (Å)
1 C 1.273 -0.245 0.408  -0.443
2 C 1.992 0.885 0.445  -0.110
3 C -0.078 -0.169 -0.043  -0.268
4 N -0.980 -1.117 0.253  -0.435
5 N -2.189 -0.815 -0.006  1.154
6 O -2.468 0.363 -0.423  -0.598
7 O -3.087 -1.621 0.178  -0.738
8 S 1.214 2.360 -0.002  -0.279
9 S -0.705 1.447 -0.300  0.071
10 H 1.677 -1.215 0.638  0.314
11 H 3.027 0.959 0.724  0.332
12 H 0.324 -0.831 -1.872  0.000

Results
* net charge: -1
* calculated total energy: -31900.6051 eV
* highest occupied orbital energy (spin up / spin down): -2.8857 / -3.0200 eV
* LUMO energy (spin up / spin down): 3.110 / 3.109 eV
* Kohn-Sham gap (spin up / spin down): 6.00 / 6.13 eV

=====

No. 4
# C4H2F4

A 2-piece molecular cluster, C4H2F4 overall in a non-equilibrium geometry (the ωB97M-V functional and the def2-TZVPD basis, OMol25).

Each line ends with the Mulliken charge.
Element x y z (Å)
1 C -0.284 -0.570 -0.435  -0.288
2 C -0.519 -0.897 1.672  0.373
3 C 1.040 0.036 -0.856  -0.657
4 C -0.224 0.874 -0.794  0.853
5 F -1.527 -0.418 2.240  -0.131
6 F -0.591 -2.138 1.900  -0.155
7 F -0.499 1.606 0.298  -0.251
8 F -0.762 1.540 -1.863  -0.258
9 H 1.954 0.018 -0.220  0.258
10 H 1.412 -0.050 -1.941  0.257

Results
* calculated total energy: -15042.9671 eV
* highest occupied orbital energy (spin up / spin down): -8.9336 / -9.1286 eV
* LUMO energy (spin up / spin down): -1.319 / -1.325 eV
* Kohn-Sham gap (spin up / spin down): 7.61 / 7.80 eV

=====

No. 5
# C15H32N2O3P

One molecule with the formula C15H32N2O3P (the ωB97M-V functional and the def2-TZVPD basis, OMol25).

Each line ends with the Mulliken charge.
Element x y z (Å)
1 C 4.102 0.094 0.489  -1.363
2 C 3.395 -0.984 -0.330  0.627
3 C 2.757 -2.021 0.600  -1.174
4 C 2.422 -0.410 -1.382  0.519
5 C 3.178 0.209 -2.555  -1.802
6 C 1.439 0.615 -0.847  -1.288
7 O 0.613 -0.003 0.136  0.247
8 C -0.404 0.791 0.774  1.181
9 P 0.532 2.007 1.883  -0.008
10 N -0.802 2.587 2.825  -0.554
11 O 1.098 0.957 3.023  -0.569
12 C -1.252 -0.168 1.590  -1.857
13 C -2.218 -1.066 0.802  1.770
14 C -1.516 -2.285 0.191  -1.412
15 C -3.312 -1.541 1.755  -1.948
16 N -2.894 -0.285 -0.272  0.762
17 O -3.874 -0.868 -0.844  -0.680
18 C -2.210 0.747 -1.089  1.984
19 C -1.466 0.076 -2.246  -1.895
20 C -3.288 1.670 -1.652  -1.830
21 C -1.300 1.573 -0.173  -2.820
22 H 4.627 0.818 -0.135  0.330
23 H 3.397 0.646 1.115  0.164
24 H 4.837 -0.360 1.156  0.438
25 H 4.165 -1.509 -0.906  0.394
26 H 3.521 -2.676 1.024  0.499
27 H 2.231 -1.547 1.430  0.106
28 H 2.030 -2.647 0.080  0.287
29 H 1.837 -1.256 -1.764  0.213
30 H 2.491 0.618 -3.298  0.446
31 H 3.799 -0.539 -3.049  0.442
32 H 3.829 1.022 -2.228  0.304
33 H 0.826 0.992 -1.673  0.210
34 H 1.968 1.476 -0.425  0.633
35 H -1.229 3.386 2.365  0.219
36 H -0.454 2.932 3.716  0.285
37 H 1.545 0.201 2.618  0.293
38 H -1.818 0.427 2.311  0.701
39 H -0.601 -0.830 2.166  0.537
40 H -2.179 -2.758 -0.534  0.415
41 H -0.577 -2.016 -0.285  -0.047
42 H -1.300 -3.006 0.982  0.469
43 H -3.929 -0.704 2.081  0.438
44 H -3.954 -2.275 1.272  0.430
45 H -2.849 -1.997 2.631  0.376
46 H -2.179 -0.492 -2.843  0.483
47 H -0.685 -0.597 -1.898  0.248
48 H -1.012 0.839 -2.882  0.354
49 H -2.817 2.556 -2.082  0.394
50 H -3.866 1.170 -2.426  0.384
51 H -3.975 1.983 -0.866  0.440
52 H -1.957 2.181 0.460  0.757
53 H -0.724 2.270 -0.790  0.467

Results
* calculated total energy: -34485.1199 eV
* highest occupied orbital energy (spin up / spin down): -7.8781 / -8.1606 eV
* LUMO energy (spin up / spin down): 0.734 / 0.729 eV
* 2S+1: 2
* Kohn-Sham gap (spin up / spin down): 8.61 / 8.89 eV